Entry 1:
Formula: CH4INS
Source: the Open Molecules 2025 dataset
Level of theory: the ωB97M-V functional and the def2-TZVPD basis

The HOMO energy is -8.46 eV. As for the net charge: 0. Its orbital gap is 7.45 eV.

Atoms and positions in Å:
C (1.21737, -0.44710, 0.38361)
N (-1.09173, 0.41922, -0.71267)
S (0.34947, 1.04600, -0.03897)
I (-2.88165, -0.15504, 0.48129)
H (0.37065, -1.12963, 0.32920)
H (1.57967, -0.34288, 1.40027)
H (2.05317, -0.74696, -0.31522)
H (-1.59696, 1.35639, -1.52751)



Entry 2:
Formula: C3H3N2
Source: the Open Molecules 2025 dataset
Level of theory: the ωB97M-V functional and the def2-TZVPD basis

The HOMO energy (spin up / spin down) is -15.13 / -15.00 eV. As for the net charge: +1. Its orbital gap (spin up / spin down) is 7.81 / 7.15 eV.

Atoms and positions in Å:
C (2.11698, 0.12382, -0.14186)
C (1.59723, -1.10843, 0.14737)
C (-0.34434, -0.04226, 0.10084)
N (1.20206, 0.96859, -0.01082)
N (0.26415, -1.17918, -0.10444)
H (-1.44471, 0.14740, 0.22994)
H (0.91884, 1.87821, -0.23308)
H (-0.27434, -2.12955, 0.09096)



Relative energy (zero: lowest compared OMol25 entry of this formula, charge and spin) / kcal/mol: 51.25 122.80